Density functional theory data (the ωB97M-V functional and the def2-TZVPD basis) for the molecule C4H9N3 in a non-equilibrium geometry.

Element x y z (Å)
C (1.9138, -0.1378, -0.0827)
C (-1.7688, 0.0375, 0.1736)
C (-0.5944, -0.5271, 0.0074)
N (0.2985, 1.7201, 0.2126)
N (-0.3881, -1.7576, -0.6584)
C (0.5864, 0.2931, 0.5222)
N (-2.8941, 0.5136, 0.3136)
H (-0.4614, 2.1294, 0.7443)
H (0.2938, 1.8938, -0.7870)
H (-1.2316, -2.0965, -1.1051)
H (0.3597, -1.7522, -1.3410)
H (-3.4711, 0.1664, 1.0776)
H (0.6385, 0.2290, 1.6165)
H (2.7051, 0.4801, 0.3340)
H (1.9112, -0.0060, -1.1637)
H (2.1026, -1.1857, 0.1362)

Calculated values
Charge ... 0
Highest occupied orbital energy ... -7.49 eV
Largest force on an atom ... 0.0333 Eh/bohr
Energy above the lowest of the compared OMol25 structures with the same formula, charge and spin ... 46.7 kcal per mole
Gap between HOMO and LUMO ... 8.41 eV

Here are the Mulliken charges for atoms 1 to 5, given in e:
1 C -1.63
2 C 0.24
3 C 0.10
4 N -0.64
5 N -0.58

---

Density functional theory data (the ωB97M-V functional and the def2-TZVPD basis) for the molecule C8H6N2O in a non-equilibrium geometry.

Element x y z (Å)
C (-0.8349, -2.3907, 0.7003)
C (-1.1993, -1.8950, 1.9824)
C (-0.9648, -0.5096, 2.2655)
C (-0.1534, -0.1075, 0.2315)
C (-0.1764, -1.4390, -0.1749)
C (0.4904, 0.9245, -0.7604)
C (1.5174, 1.8489, -2.3779)
C (0.8369, 2.8044, -1.5496)
H (-0.8826, -3.3996, 0.6449)
H (-1.4817, -2.6352, 2.7168)
H (-1.0728, -0.0819, 3.1311)
H (0.0750, -1.8052, -1.0545)
H (2.0761, 1.7490, -3.2013)
H (0.7724, 3.7880, -1.5271)
N (-0.4837, 0.3736, 1.3643)
N (1.1759, 0.6226, -1.8307)
O (0.3056, 2.1526, -0.5603)

Calculated values
Charge ... 0
Highest occupied orbital energy ... -8.70 eV
Largest force on an atom ... 0.1321 Eh/bohr
Energy above the lowest of the compared OMol25 structures with the same formula, charge and spin ... 67.6 kcal per mole
Gap between HOMO and LUMO ... 9.43 eV

Here are the Mulliken charges for atoms 1 to 5, given in e:
1 C -0.48
2 C -0.36
3 C -0.36
4 C 0.53
5 C -0.66

---

Density functional theory data (the ωB97M-V functional and the def2-TZVPD basis) for a structure of composition C15H10AuIN2OS in a non-equilibrium geometry.

Element x y z (Å)
Au (0.1616, -0.1180, -1.7590)
S (2.0260, -1.1612, -2.7485)
C (2.2955, -2.3499, -1.3678)
C (3.4475, -2.7282, -0.7444)
C (3.4477, -3.7154, 0.2428)
C (2.1063, -3.9881, 0.7815)
C (1.0343, -3.4931, 0.1168)
N (1.1127, -2.8075, -1.0246)
H (4.4222, -2.3730, -1.0051)
H (4.4228, -4.0592, 0.5840)
H (1.9377, -4.6524, 1.5718)
H (0.0352, -3.7424, 0.4374)
I (-2.5944, -0.0723, -1.6140)
C (-2.3619, 1.4008, -0.1765)
C (-3.5770, 1.6785, 0.4997)
C (-3.5375, 2.5759, 1.4780)
C (-2.3172, 3.2211, 1.8267)
C (-1.1712, 3.0757, 1.0844)
C (-0.0665, 3.9916, 1.0438)
C (0.9845, 3.6997, 0.1658)
C (0.9945, 2.5838, -0.6833)
C (-0.0776, 1.6493, -0.6960)
C (-1.1952, 2.0046, 0.0079)
H (-4.4413, 0.9776, 0.2487)
H (-4.3721, 2.7681, 2.0903)
H (-2.1772, 3.6785, 2.7557)
H (-0.1885, 4.9930, 1.3982)
H (1.7304, 4.4238, -0.0217)
H (1.6923, 2.5661, -1.5554)
O (-2.3999, -4.7997, -1.3484)
N (-1.3735, -5.2278, -1.5887)

Calculated values
2S+1 ... 3
Charge ... +2
Highest occupied orbital energy (spin up / spin down) ... -13.84 / -14.13 eV
Largest force on an atom ... 0.1607 Eh/bohr
Gap between HOMO and LUMO (spin up / spin down) ... 2.76 / 2.85 eV
Expectation value of S² ... 2.16

Here are the Mulliken charges for atoms 1 to 5, given in e:
1 Au 0.13
2 S -0.25
3 C 0.59
4 C -0.47
5 C -0.22

---

Density functional theory data (the ωB97M-V functional and the def2-TZVPD basis) for the ion C26H34N5 with charge +1 in a non-equilibrium geometry.

Element x y z (Å)
C (-6.8878, -2.5529, -0.5052)
C (-7.0863, -1.9354, -1.9107)
C (-5.9135, -0.9387, -2.1148)
N (-4.9596, -1.3126, -1.0774)
C (-3.7230, -0.6810, -0.9840)
C (-3.5305, 0.6100, -1.5777)
C (-2.3320, 1.2750, -1.3910)
C (-1.2414, 0.6850, -0.6544)
C (0.0095, 1.5137, -0.5659)
C (1.3070, 0.7821, -0.6168)
C (1.3490, -0.3964, -1.4121)
C (2.5039, -1.1108, -1.6066)
C (3.6887, -0.7374, -0.8993)
N (4.8282, -1.5366, -1.0013)
C (5.8621, -1.5156, 0.0193)
C (6.9067, -2.5641, -0.4627)
C (6.5920, -2.8078, -1.9562)
C (5.1405, -2.3108, -2.1997)
C (3.6270, 0.3636, 0.0540)
C (2.4760, 1.1624, 0.1306)
C (-1.4254, -0.6022, -0.0745)
C (-2.6416, -1.2532, -0.1963)
C (-5.3976, -2.3353, -0.1320)
H (-7.5303, -2.0590, 0.2437)
H (-7.1321, -3.6197, -0.4917)
H (-7.0190, -2.7469, -2.6557)
H (-8.0621, -1.4464, -2.0210)
H (-5.4948, -1.0369, -3.1521)
H (-6.3024, 0.1135, -2.0130)
H (-4.2896, 1.0543, -2.2084)
H (-2.1292, 2.2045, -1.9268)
H (-0.0436, 2.4426, -1.3583)
H (0.4479, -0.6041, -2.0072)
H (2.5070, -1.9612, -2.3075)
H (6.3745, -0.5201, 0.0944)
H (5.4687, -1.7569, 1.0453)
H (7.9267, -2.1790, -0.3175)
H (6.7960, -3.4813, 0.1421)
H (7.2938, -2.2064, -2.5530)
H (6.7295, -3.8523, -2.2412)
H (4.4327, -3.1633, -2.3507)
H (5.0979, -1.7263, -3.1579)
H (4.5294, 0.6207, 0.6068)
H (2.5237, 2.1167, 0.6440)
H (-0.5789, -1.1533, 0.3302)
H (-2.7927, -2.2805, 0.2053)
H (-5.2903, -2.0444, 0.9463)
H (-4.8282, -3.2902, -0.2865)
C (-0.3538, 4.0671, 0.8627)
C (-0.3352, 4.5919, 2.2904)
N (0.0777, 3.3881, 3.0197)
C (0.3433, 2.9822, 4.3936)
C (0.6990, 1.4621, 4.2468)
N (0.2297, 1.1405, 2.8655)
C (0.0530, 2.3336, 2.1869)
N (-0.0850, 2.5708, 0.8728)
H (-1.3166, 4.2258, 0.3671)
H (0.4017, 4.5855, 0.2577)
H (0.3594, 5.4377, 2.4424)
H (-1.3261, 4.9245, 2.6688)
H (1.2312, 3.4246, 4.8551)
H (-0.4965, 3.1028, 5.0804)
H (1.8241, 1.3168, 4.2692)
H (0.1906, 0.7749, 4.9575)
H (0.7171, 0.4462, 2.2878)

Calculated values
Charge ... +1
Highest occupied orbital energy ... -9.87 eV
Largest force on an atom ... 0.0608 Eh/bohr
Energy above the lowest of the compared OMol25 structures with the same formula, charge and spin ... 41.9 kcal per mole
Gap between HOMO and LUMO ... 8.04 eV

Here are the Mulliken charges for atoms 1 to 5, given in e:
1 C -0.61
2 C -0.64
3 C -0.63
4 N 0.16
5 C 1.12

---

Density functional theory data (the ωB97M-V functional and the def2-TZVPD basis) for the molecule C4H10NOPS2 in a non-equilibrium geometry.

Element x y z (Å)
C (1.0746, -1.4153, 1.2578)
C (0.9250, -0.5654, 2.5330)
C (-1.0786, 2.0335, -1.7675)
C (0.0811, 1.0935, -2.0490)
N (-0.1760, -1.6968, 0.6000)
O (0.1083, -0.0488, -1.2134)
P (-1.0893, -0.5358, -0.2244)
S (-2.5666, -1.4519, -1.1729)
S (2.4802, -0.3794, 3.4168)
H (1.7199, -0.8949, 0.5475)
H (1.5377, -2.3714, 1.5179)
H (0.5623, 0.4306, 2.2618)
H (0.2106, -1.0294, 3.2183)
H (-0.9559, 2.9513, -2.3346)
H (-2.0211, 1.5657, -2.0456)
H (-1.1052, 2.2752, -0.7053)
H (1.0363, 1.6068, -1.8910)
H (0.0391, 0.7422, -3.0865)
H (-0.7822, -2.3097, 1.1373)

Calculated values
Charge ... 0
Highest occupied orbital energy (spin up / spin down) ... -8.80 / -8.26 eV
Largest force on an atom ... 0.0344 Eh/bohr
Energy above the lowest of the compared OMol25 structures with the same formula, charge and spin ... 60.4 kcal per mole
Gap between HOMO and LUMO (spin up / spin down) ... 7.07 / 6.04 eV

Here are the Mulliken charges for atoms 1 to 5, given in e:
1 C -0.51
2 C -0.53
3 C -1.24
4 C -0.09
5 N -0.20

---

Density functional theory data (the ωB97M-V functional and the def2-TZVPD basis) for the molecule C5H7FO in a non-equilibrium geometry.

Element x y z (Å)
C (-0.5701, 1.8604, -0.7247)
C (0.1581, -0.4129, -0.1638)
C (-0.4627, -1.0052, -1.2937)
C (0.6993, -1.3460, 0.8153)
C (0.9950, -0.8567, 2.0447)
H (-0.6637, 2.9999, -0.2335)
H (-0.0892, 1.8777, -1.7211)
H (-1.7303, 1.6099, -0.8886)
H (-0.4205, -1.9108, -1.6110)
H (-0.6456, -0.2603, -2.1780)
H (0.3745, -2.4149, 0.7002)
H (0.8704, 0.3856, 1.9659)
O (0.3081, 0.9718, 0.0509)
F (1.1768, -1.4986, 3.2376)

Calculated values
Charge ... 0
Highest occupied orbital energy ... -8.49 eV
Largest force on an atom ... 0.2034 Eh/bohr
Energy above the lowest of the compared OMol25 structures with the same formula, charge and spin ... 83.5 kcal per mole
Gap between HOMO and LUMO ... 9.37 eV

Here are the Mulliken charges for atoms 1 to 5, given in e:
1 C -0.77
2 C 0.99
3 C -1.15
4 C -0.55
5 C 0.08